An isolated molecule of C6H7NO in a non-equilibrium geometry, computed with ωB97M-V/def2-TZVPD.

Geometry (Å):
C 2.091371 -0.422893 -0.652245
C 2.184121 -0.077118 0.822940
C -0.169170 0.429790 0.019487
C -1.220214 1.153564 -0.098628
C -2.371100 0.226267 0.158968
C -1.763962 -0.948980 0.025744
H 2.953665 -0.011058 -1.195029
H 1.541587 -1.232497 -1.070007
H 3.114892 0.337956 1.142695
H 1.595524 -0.791998 1.347360
H -1.220110 2.213184 -0.408427
H -3.396755 0.395672 0.156241
H -2.318608 -1.940092 0.068539
N 1.240482 0.817455 -0.157249
O -0.432481 -0.857141 -0.074779

Forces on atoms 1 to 6 (eV/Å):
0.41 3.61 1.14
-2.26 -0.11 -3.70
6.07 0.22 -1.88
-4.44 3.32 0.79
2.96 1.35 -1.85
-2.83 -2.94 0.83

Frontier orbital gap = 9.649 eV
SMILES = c1coc(N2CC2)c1
Energy = -362.69678 a.u.
Largest force on an atom = 6.36 eV/Å
Relative energy (zero: lowest compared OMol25 entry of this formula, charge and spin) = 306.4 kJ/mol